No. 1
DFT (ωB97M-V/def2-TZVPD) results for C26H33Cl3N5O6SSb2Ta as an isolated structure.

Results
Calculated total energy: -4051.5998 Eh
Maximum force: 1.34 eV Å⁻¹
Multiplicity: 1
Total charge: +2
HOMO level: -13.4 eV
Energy above the lowest of the compared OMol25 structures with the same formula, charge and spin: 0.9882 eV
Kohn-Sham gap: 6.57 eV

Last column: Mulliken charge in e.
Positions of all 77 atoms, in Å:
Ta (-0.03392, -0.63934, -0.30332)  -1.37
N (-1.70805, 1.55912, 2.57978)  -0.35
C (-2.99478, 1.14850, 2.03147)  -0.89
C (-2.88779, 0.58174, 0.63893)  0.52
O (-3.72285, 0.58740, -0.19620)  -0.48
O (-1.68914, -0.08706, 0.40617)  1.83
H (-1.84782, 1.90250, 3.52436)  0.29
H (-1.35596, 2.33887, 2.02886)  0.15
H (-3.74639, 1.93937, 1.97279)  0.40
H (-3.42469, 0.35669, 2.65224)  0.37
C (3.16589, -0.48660, 2.20342)  -1.42
Sb (1.12983, 0.10901, 2.31125)  1.13
C (1.38956, 2.19117, 2.59882)  -1.47
C (0.87630, -0.55609, 4.33507)  -1.61
C (1.50311, -1.89907, 4.56276)  0.61
C (2.73291, -1.97580, 5.21140)  -0.63
C (3.37475, -3.19156, 5.38695)  -0.77
C (2.78569, -4.35321, 4.91032)  -0.70
C (1.55137, -4.29079, 4.28281)  -0.78
C (0.89827, -3.07492, 4.10511)  0.85
C (-0.46423, -3.03441, 3.49397)  -1.56
Sb (-0.71171, -2.93614, 1.37397)  1.02
C (-0.09007, -4.83632, 0.71745)  -1.29
C (-2.82033, -3.05321, 1.49981)  -1.39
H (3.68343, -0.05282, 3.05972)  0.48
H (3.64036, -0.16468, 1.28165)  0.46
H (3.23825, -1.57127, 2.27720)  0.39
H (2.43977, 2.36503, 2.82962)  0.59
H (0.78866, 2.51183, 3.44823)  0.46
H (1.10600, 2.76020, 1.71690)  0.30
H (-0.16437, -0.47803, 4.64586)  0.63
H (1.44181, 0.20917, 4.87094)  0.77
H (3.19200, -1.06962, 5.58927)  0.44
H (4.32548, -3.23257, 5.90049)  0.43
H (3.27394, -5.30852, 5.04619)  0.43
H (1.07773, -5.20845, 3.95235)  0.44
H (-1.05784, -2.20309, 3.87576)  0.46
H (-1.02319, -3.94305, 3.73041)  0.86
H (-0.42150, -5.57013, 1.45079)  0.44
H (0.99159, -4.88075, 0.61507)  0.38
H (-0.55718, -5.04397, -0.24282)  0.42
H (-3.09014, -4.10814, 1.45848)  0.45
H (-3.31777, -2.53189, 0.68864)  0.37
H (-3.12447, -2.64902, 2.46431)  0.48
N (6.82440, 3.94830, -1.56630)  -0.43
C (5.69468, 3.22430, -1.54941)  1.00
C (5.00802, 2.99611, -0.33184)  -0.99
C (3.86492, 2.24768, -0.31695)  -0.38
C (3.37176, 1.70239, -1.51075)  -0.17
C (4.02566, 1.93699, -2.72896)  -0.71
C (5.17174, 2.68254, -2.74442)  -0.77
S (1.95298, 0.78697, -1.52443)  2.71
O (2.06240, -0.47323, -0.64529)  -0.92
O (1.51982, 0.44293, -2.83702)  -0.62
N (0.74174, 1.38917, -0.55705)  0.42
C (0.00089, 2.49048, -1.05932)  -0.44
N (0.50265, 3.11804, -2.10860)  -0.41
C (-0.21366, 4.14187, -2.57007)  -0.38
C (-1.41244, 4.51962, -1.98867)  -0.93
C (-1.82156, 3.79722, -0.88362)  -0.08
N (-1.11387, 2.77396, -0.39446)  0.08
H (7.19727, 4.35614, -0.72744)  0.21
H (7.31287, 4.13334, -2.42474)  0.21
H (5.39441, 3.42268, 0.58436)  0.35
H (3.33979, 2.08973, 0.61640)  0.21
H (3.62009, 1.52878, -3.64434)  0.54
H (5.68562, 2.86392, -3.67907)  0.35
H (0.18588, 4.66646, -3.42932)  0.49
H (-1.99634, 5.34199, -2.37312)  0.45
H (-2.74276, 4.03927, -0.36714)  0.48
Cl (-1.64270, 0.11081, -2.68027)  0.04
C (-1.53017, -1.62337, -3.39000)  0.91
Cl (-0.28507, -1.68507, -4.58437)  -0.02
Cl (-3.08690, -2.07107, -3.98088)  -0.04
C (-1.16635, -2.33505, -2.07009)  -0.06
O (-2.01227, -2.77851, -1.33957)  -0.51
O (0.09692, -2.14089, -1.69786)  -0.69

=====

No. 2
DFT (ωB97M-V/def2-TZVPD) results for C8H6Br2S2 as an isolated structure.

Results
Calculated total energy: -6252.7481 Eh
Maximum force: 2.65 eV Å⁻¹
Multiplicity: 1
HOMO level (alpha / beta): -8.1 / -8.1 eV
Energy above the lowest of the compared OMol25 structures with the same formula, charge and spin: 0.0000 eV
Kohn-Sham gap (alpha / beta): 6.50 / 6.50 eV

Last column: natural (NBO) charge in e.
Positions of all 18 atoms, in Å:
C (2.83940, -0.66885, -1.64568)  -0.27
C (1.64235, -0.95814, -0.99618)  -0.13
C (3.35930, 0.54751, -1.28741)  -0.36
C (1.24655, 0.05009, -0.11755)  -0.35
C (-0.72788, 0.04968, 1.60269)  -0.23
C (0.10014, 0.12399, 0.61029)  0.23
C (-2.17960, 0.42147, 1.53705)  -0.52
C (-2.72125, 0.20330, 0.13277)  -0.30
S (2.39874, 1.37879, -0.14962)  0.51
S (-1.74865, 0.97951, -1.10812)  -0.06
Br (-4.59064, 0.84313, 0.09666)  0.05
Br (-2.82326, -1.81833, -0.14370)  -0.05
H (3.30530, -1.32484, -2.35899)  0.24
H (1.06068, -1.85186, -1.13853)  0.25
H (4.26116, 1.00491, -1.64570)  0.25
H (-0.37955, -0.30980, 2.56482)  0.26
H (-2.76183, -0.15438, 2.26034)  0.24
H (-2.28095, 1.48383, 1.78686)  0.26

=====

No. 3
DFT (ωB97M-V/def2-TZVPD) results for an isolated molecule of C7H13NO.

Results
Calculated total energy: -404.3684 Eh
Maximum force: 7.14 eV Å⁻¹
Structure (SMILES): [H]/N=C(C)\C(C)=C(/C)OC
Multiplicity: 1
HOMO level: -8.5 eV
Energy above the lowest of the compared OMol25 structures with the same formula, charge and spin: 4.3271 eV
Kohn-Sham gap: 9.35 eV

Last column: natural (NBO) charge in e.
Positions of all 22 atoms, in Å:
C (2.88378, 0.12848, -0.08891)  -0.24
C (-0.06304, 1.29993, -1.73748)  -0.68
C (0.31048, -0.61492, 1.87690)  -0.66
C (-2.21148, -1.40757, -0.35327)  -0.70
C (0.25621, 0.72984, -0.41502)  0.34
C (-0.04493, 0.02066, 0.60105)  -0.05
C (-1.77838, -0.07778, 0.17781)  0.34
O (1.91005, 1.12311, -0.00581)  -0.66
N (-2.59469, 0.83100, 0.50930)  -0.64
H (-2.12478, 1.68123, 0.83162)  0.35
H (2.68792, -0.59627, -0.90080)  0.15
H (2.99282, -0.44333, 0.85003)  0.14
H (3.87228, 0.57262, -0.28315)  0.18
H (-0.25436, 2.37192, -1.64861)  0.24
H (-0.93178, 0.82530, -2.20008)  0.24
H (0.80694, 1.16541, -2.38580)  0.25
H (1.15108, -1.29467, 1.72160)  0.24
H (-0.52242, -1.19270, 2.28811)  0.23
H (0.61313, 0.13979, 2.60584)  0.25
H (-3.23108, -1.36088, -0.74401)  0.23
H (-1.54637, -1.75208, -1.14871)  0.22
H (-2.18138, -2.14910, 0.44941)  0.23

=====

No. 4
DFT (ωB97M-V/def2-TZVPD) results for C8H6AsF6O14V3 as an isolated structure.

Results
Calculated total energy: -7028.9278 Eh
Maximum force: 7.62 eV Å⁻¹
Multiplicity: 1
Total charge: -2
HOMO level: -0.9 eV
Kohn-Sham gap: 2.63 eV

Last column: Mulliken charge in e.
Positions of all 38 atoms, in Å:
O (-1.39967, -2.78406, 2.18231)  -0.69
V (-1.64051, -3.59454, 0.83806)  1.30
O (-0.72352, -4.86573, 0.67861)  -0.68
O (3.28771, 0.08594, 1.43117)  -0.54
V (3.31526, -0.99328, 0.29999)  1.26
O (4.37875, -0.66002, -0.78047)  -0.46
O (0.70266, -4.87770, -2.44505)  -0.77
V (0.64966, -3.29509, -2.58170)  1.38
O (1.27803, -2.79152, -3.92927)  -0.53
C (0.90085, -2.02936, -0.39203)  1.86
O (-0.19641, -2.53374, -0.67460)  -0.19
O (1.88209, -2.28027, -1.07950)  -0.98
O (1.16670, -1.36487, 0.57850)  -0.98
C (-2.16568, -2.40672, -4.20688)  0.71
O (-1.58422, -2.90196, -3.24407)  -0.57
O (-3.02646, -3.13808, -4.77248)  -0.70
O (-2.07027, -1.24362, -4.46608)  -0.51
As (1.07267, 1.42403, -2.36507)  2.01
F (2.27926, 0.76821, -3.48565)  -0.52
F (0.02081, 1.93749, -3.72517)  -0.54
F (-0.14255, 1.77636, -1.19346)  -0.45
F (2.09255, 0.99564, -0.98505)  -0.34
F (1.79134, 3.07221, -2.47684)  -0.53
F (0.27056, -0.17535, -2.51638)  -0.55
C (-2.00590, 2.80445, 3.34627)  -0.25
C (-2.10230, 1.61931, 2.60054)  -0.98
C (-0.87673, 1.10412, 2.11260)  0.65
C (0.31849, 1.73102, 2.32336)  -0.13
C (0.34446, 2.89140, 3.09759)  -0.37
C (-0.80741, 3.45566, 3.62258)  0.43
O (-0.67479, 4.60992, 4.27230)  -0.55
O (-1.03100, 0.17947, 1.13294)  -0.31
H (-2.95029, 3.07931, 3.79234)  0.26
H (-3.06844, 1.17976, 2.40111)  0.39
H (1.16221, 1.19326, 1.91674)  0.13
H (1.31679, 3.33614, 3.24987)  0.39
H (-1.49799, 5.08539, 4.40601)  0.29
H (-0.26656, -0.39324, 1.03687)  0.08

=====

No. 5
DFT (ωB97M-V/def2-TZVPD) results for an isolated molecule of C4H8N2S.

Results
Calculated total energy: -664.8533 Eh
Maximum force: 2.66 eV Å⁻¹
Structure (SMILES): CNC(=S)N1CC1
Multiplicity: 1
HOMO level: -8.3 eV
Energy above the lowest of the compared OMol25 structures with the same formula, charge and spin: 2.1636 eV
Kohn-Sham gap: 9.16 eV

Last column: natural (NBO) charge in e.
Positions of all 15 atoms, in Å:
C (-1.94544, -0.33553, -0.42376)  -0.41
C (0.06914, 1.06419, -0.32468)  0.25
C (1.01937, -0.98890, 0.70739)  -0.24
C (2.04863, -0.18418, 0.06924)  -0.24
H (-1.49349, -1.14659, 0.14611)  0.19
H (-1.71118, -0.51394, -1.44062)  0.20
H (-2.98921, -0.22863, -0.30194)  0.21
H (-1.79807, 1.67725, 0.29610)  0.41
H (0.90875, -2.04832, 0.51597)  0.21
H (0.55383, -0.69059, 1.61783)  0.20
H (2.93209, -0.60455, -0.38263)  0.21
H (2.33776, 0.71498, 0.56468)  0.22
N (-1.27723, 0.87680, -0.08706)  -0.60
N (0.68646, -0.18629, -0.51703)  -0.44
S (0.65858, 2.59430, -0.43960)  -0.18